[1]
Computed, not measured: a molecular structure, C5H10O, with the ωB97M-V functional and the def2-TZVPD basis.

Properties
LUMO energy = 0.03168 hartree
HOMO level = -8.464 eV
E_tot = -7390.9064 eV
net charge = 0
relative energy (zero: lowest compared OMol25 entry of this formula, charge and spin) = 372.33 kJ/mol

```
16
Properties=species:S:1:pos:R:3:nbo_charge:R:1
C -1.664 0.484 -0.167 -0.658
C -0.313 -0.010 0.239 0.020
C 0.407 -1.166 0.223 -0.215
C 1.549 -0.536 -0.504 -0.442
C 0.934 0.793 0.064 0.073
O 0.839 1.964 -0.691 -0.716
H -2.070 1.290 0.449 0.225
H -1.491 0.914 -1.165 0.236
H -2.398 -0.316 -0.271 0.226
H -1.566 -1.363 1.487 0.009
H 0.358 -2.121 0.721 0.215
H -1.535 -1.957 1.033 -0.008
H 2.589 -0.825 -0.342 0.189
H 1.319 -0.527 -1.578 0.206
H 1.399 0.976 1.044 0.166
H 1.660 2.452 -0.573 0.473
```

=====

[2]
Computed, not measured: a single C5H10O molecule, with the ωB97M-V functional and the def2-TZVPD basis.

Properties
LUMO energy = 0.03758 hartree
HOMO level = -8.233 eV
E_tot = -7391.2624 eV
net charge = 0
relative energy (zero: lowest compared OMol25 entry of this formula, charge and spin) = 337.99 kJ/mol

```
16
Properties=species:S:1:pos:R:3:nbo_charge:R:1
C 1.902 1.097 0.759 -0.607
C 0.915 0.679 -0.328 -0.431
C -1.329 -0.807 -1.155 0.275
C -1.684 -2.126 -0.511 -0.763
C -0.495 1.061 0.106 -0.056
O -1.444 0.020 -0.134 -0.526
H 1.716 0.509 1.667 0.203
H 1.768 2.155 1.018 0.203
H 2.943 0.947 0.462 0.216
H 0.940 -0.408 -0.474 0.213
H 1.142 1.120 -1.303 0.216
H -2.357 -2.779 -1.068 0.230
H -0.684 -2.601 -0.498 0.245
H -1.986 -1.999 0.539 0.206
H -0.814 2.033 -0.277 0.191
H -0.534 1.098 1.197 0.184
```

=====

[3]
Computed, not measured: 2 unconnected molecules or ions with the total composition C5H10O, with the ωB97M-V functional and the def2-TZVPD basis.

Properties
LUMO energy = 0.03028 hartree
HOMO level = -9.477 eV
E_tot = -7392.2248 eV
net charge = 0
relative energy (zero: lowest compared OMol25 entry of this formula, charge and spin) = 245.13 kJ/mol
SMILES = C=CCC=C.O

```
16
Properties=species:S:1:pos:R:3:nbo_charge:R:1
C 1.864 1.718 0.414 -0.405
C 0.944 0.801 0.106 -0.158
C 0.009 0.904 -1.148 -0.493
C -0.861 -0.295 -1.209 -0.192
C -2.056 -0.308 -0.733 -0.378
H 2.407 1.658 1.324 0.193
H 2.066 2.551 -0.214 0.184
H 1.073 -0.144 0.618 0.195
H -0.513 1.918 -1.195 0.226
H 0.772 0.904 -1.935 0.226
H -0.552 -1.107 -1.941 0.207
H -2.743 -1.113 -1.039 0.196
H -2.610 0.490 -0.155 0.195
O -0.039 -2.261 1.961 -0.934
H 0.946 -2.529 1.755 0.468
H 0.070 -1.464 2.515 0.469
```

=====

[4]
Computed, not measured: 2 unconnected molecules or ions with the total composition C5H10O, with the ωB97M-V functional and the def2-TZVPD basis.

Properties
LUMO energy = 0.03249 hartree
HOMO level = -8.645 eV
E_tot = -7390.6122 eV
net charge = 0
relative energy (zero: lowest compared OMol25 entry of this formula, charge and spin) = 400.72 kJ/mol

```
16
Properties=species:S:1:pos:R:3:nbo_charge:R:1
C -0.068 0.675 1.490 -0.621
C 0.274 -0.428 0.510 -0.253
C -0.514 -1.703 0.510 -0.411
C -0.646 -0.758 -0.648 -0.452
C 1.320 1.523 -2.304 0.119
O 0.280 1.988 -1.662 -0.648
H 0.402 1.629 1.216 0.209
H -1.152 0.833 1.537 0.210
H 0.276 0.423 2.499 0.223
H 1.339 -0.541 0.306 0.220
H 0.015 -2.637 0.349 0.221
H -1.354 -1.771 1.197 0.215
H -0.203 -1.045 -1.598 0.226
H -1.581 -0.209 -0.742 0.218
H 1.619 0.582 -1.755 0.032
H -0.008 1.438 -0.904 0.492
```

=====

Across the entries above, frontier orbital gap takes the values 9.3 9.3 10.3 9.5 eV, respectively.